# 1
{"formula": "C34H30F3N2OPSTi", "method": "the ωB97M-V functional and the def2-TZVPD basis", "species": ["Ti", "F", "C", "F", "F", "C", "C", "C", "C", "N", "C", "S", "H", "H", "H", "N", "P", "C", "C", "C", "C", "C", "C", "C", "C", "C", "C", "C", "C", "C", "C", "C", "C", "C", "C", "H", "H", "H", "H", "H", "H", "H", "H", "H", "H", "H", "H", "H", "H", "H", "C", "C", "C", "C", "C", "C", "C", "O", "C", "C", "C", "H", "H", "H", "H", "H", "H", "H", "H", "H", "H", "H", "H"], "xyz": [[1.157, -0.292, 1.267], [5.730, 0.404, 2.874], [5.478, -0.722, 3.570], [6.207, -0.686, 4.684], [5.885, -1.762, 2.835], [4.003, -0.804, 3.894], [3.556, -0.852, 5.198], [2.185, -0.863, 5.465], [1.311, -0.764, 4.416], [1.736, -0.711, 3.140], [3.065, -0.780, 2.850], [3.432, -0.879, 1.155], [4.272, -0.878, 6.009], [1.821, -0.932, 6.479], [0.242, -0.732, 4.576], [0.081, -1.579, 0.786], [-0.483, -2.083, -0.636], [0.853, -1.894, -1.856], [1.696, -0.787, -1.748], [2.766, -0.619, -2.607], [2.999, -1.569, -3.594], [2.170, -2.673, -3.709], [1.099, -2.843, -2.842], [-1.871, -1.018, -1.102], [-3.167, -1.370, -0.733], [-4.213, -0.497, -0.992], [-3.969, 0.718, -1.617], [-2.677, 1.070, -1.986], [-1.627, 0.203, -1.729], [-1.041, -3.781, -0.666], [-1.788, -4.228, -1.759], [-2.181, -5.554, -1.813], [-1.840, -6.421, -0.781], [-1.109, -5.969, 0.308], [-0.703, -4.645, 0.370], [1.505, -0.049, -0.967], [3.422, 0.237, -2.508], [3.839, -1.450, -4.265], [2.364, -3.418, -4.469], [0.473, -3.720, -2.925], [-3.352, -2.320, -0.246], [-5.224, -0.768, -0.718], [-4.797, 1.382, -1.829], [-2.488, 2.008, -2.492], [-0.624, 0.457, -2.053], [-2.065, -3.541, -2.550], [-2.755, -5.910, -2.658], [-2.154, -7.455, -0.828], [-0.856, -6.650, 1.109], [-0.127, -4.274, 1.209], [-3.389, 6.031, -0.407], [-2.269, 5.062, -0.281], [-2.329, 3.984, 0.611], [-1.297, 3.091, 0.746], [-1.456, 1.970, 1.733], [-0.113, 3.279, -0.059], [1.013, 2.465, 0.023], [1.185, 1.448, 0.787], [-0.050, 4.378, -0.987], [1.157, 4.630, -1.845], [-1.124, 5.226, -1.073], [-4.185, 5.850, 0.311], [-3.808, 5.988, -1.416], [-3.017, 7.049, -0.276], [-3.218, 3.856, 1.217], [-2.388, 2.095, 2.280], [-0.641, 1.975, 2.460], [-1.498, 1.000, 1.226], [1.869, 2.721, -0.601], [1.391, 3.772, -2.479], [2.032, 4.854, -1.232], [0.985, 5.483, -2.495], [-1.089, 6.060, -1.762]], "atomic_forces_ev_per_a": [[0.38, -2.94, 0.79], [0.00, -0.21, 0.09], [0.06, 0.12, -0.05], [0.02, -0.02, 0.00], [-0.05, 0.06, 0.03], [-0.05, 0.03, -0.18], [-0.07, 0.00, -0.12], [0.08, -0.01, -0.01], [-0.23, 0.01, 0.19], [0.67, 0.11, 0.58], [-0.04, -0.09, 0.65], [-0.20, 0.04, -0.32], [0.00, -0.01, -0.02], [-0.05, 0.03, -0.02], [-0.01, 0.01, -0.07], [0.39, 0.85, 0.04], [-0.33, -0.17, -0.94], [-0.17, 0.00, 0.25], [-0.17, -0.22, 0.03], [0.00, 0.13, 0.09], [0.01, -0.03, -0.03], [0.02, -0.02, -0.04], [-0.03, 0.07, 0.03], [0.21, -0.21, 0.01], [0.04, 0.05, 0.06], [-0.04, -0.01, 0.01], [-0.04, 0.01, 0.00], [0.02, 0.05, 0.03], [0.05, -0.02, -0.07], [0.04, 0.27, 0.14], [-0.02, 0.01, 0.06], [-0.01, 0.02, -0.04], [-0.01, 0.02, -0.02], [0.01, -0.07, 0.05], [0.05, 0.08, -0.04], [0.14, 0.08, -0.40], [0.00, -0.01, 0.01], [-0.01, 0.00, -0.01], [0.00, 0.01, 0.00], [0.01, -0.03, -0.01], [-0.05, 0.00, -0.01], [0.01, -0.02, 0.01], [0.03, 0.02, -0.01], [-0.02, -0.01, -0.01], [-0.04, 0.03, -0.02], [-0.02, -0.05, -0.02], [0.00, -0.01, 0.02], [0.01, 0.00, 0.02], [0.01, 0.01, 0.00], [-0.01, -0.06, 0.03], [-0.10, 0.10, -0.02], [0.23, -0.12, -0.05], [-0.09, 0.00, 0.04], [0.14, -0.07, -0.06], [-0.01, 0.09, -0.04], [-0.10, -0.19, 0.21], [-0.20, 0.53, -0.07], [-0.60, 1.92, -0.72], [0.01, -0.02, 0.02], [0.03, 0.01, -0.01], [-0.06, 0.10, -0.07], [0.02, -0.03, 0.01], [0.00, -0.03, 0.01], [-0.01, -0.01, 0.02], [0.01, 0.02, -0.01], [0.00, -0.04, -0.01], [0.02, -0.06, 0.02], [0.04, -0.01, -0.01], [0.01, -0.12, 0.04], [0.01, 0.03, -0.01], [0.02, 0.01, -0.05], [-0.01, 0.00, 0.00], [0.03, -0.01, 0.00]], "orbital_gap_ev": 6.87, "de_lowest_kj_mol": 0.0, "charge": 2, "spin_multiplicity": 1, "molar_mass_g_mol": 650.529, "e_tot_ev": -92153.8326}



# 2
{"formula": "C34H30IN9O2Ti", "method": "the ωB97M-V functional and the def2-TZVPD basis", "species": ["Ti", "C", "C", "N", "C", "C", "C", "O", "C", "C", "N", "C", "C", "C", "C", "C", "C", "I", "C", "O", "H", "H", "H", "H", "H", "H", "H", "H", "H", "H", "H", "H", "N", "C", "N", "C", "N", "N", "C", "N", "C", "C", "C", "C", "C", "N", "H", "H", "H", "H", "H", "H", "H", "H", "C", "C", "C", "C", "C", "C", "N", "C", "C", "C", "C", "C", "C", "H", "H", "H", "H", "H", "H", "H", "H", "H", "H"], "xyz": [[0.213, 0.016, -0.301], [3.972, -0.429, 2.184], [2.711, -0.671, 2.958], [2.794, -1.004, 4.226], [1.679, -1.206, 4.941], [0.411, -1.082, 4.429], [-0.789, -1.299, 5.321], [-1.739, -0.242, 5.274], [0.289, -0.746, 3.057], [-1.003, -0.579, 2.459], [-1.263, -0.111, 1.274], [-2.670, 0.013, 1.054], [-3.499, -1.098, 1.195], [-4.871, -0.985, 1.055], [-5.442, 0.253, 0.804], [-4.634, 1.371, 0.663], [-3.261, 1.243, 0.771], [-2.047, 2.939, 0.499], [1.457, -0.547, 2.305], [1.408, -0.266, 1.027], [4.824, -0.497, 2.853], [3.949, 0.554, 1.709], [4.084, -1.171, 1.388], [1.834, -1.472, 5.981], [-0.447, -1.463, 6.345], [-1.332, -2.195, 5.012], [-1.393, 0.524, 5.743], [-1.854, -0.807, 3.094], [-3.050, -2.064, 1.401], [-5.497, -1.862, 1.154], [-6.517, 0.355, 0.735], [-5.072, 2.341, 0.469], [-2.897, -0.123, -2.134], [-2.297, -1.265, -1.787], [-2.964, -2.386, -1.970], [-2.280, -3.512, -1.739], [-2.965, -4.658, -1.753], [-0.956, -3.564, -1.549], [-0.354, -2.406, -1.383], [-1.011, -1.202, -1.320], [1.090, -2.306, -1.420], [1.938, -3.395, -1.632], [3.286, -3.169, -1.780], [3.762, -1.856, -1.730], [2.873, -0.829, -1.513], [1.560, -1.037, -1.361], [-3.800, -0.203, -2.571], [-2.344, 0.703, -2.301], [-3.932, -4.631, -2.025], [-2.463, -5.528, -1.738], [1.502, -4.383, -1.685], [3.971, -3.991, -1.935], [4.815, -1.647, -1.851], [3.204, 0.199, -1.442], [-1.091, 2.831, -4.815], [-0.898, 1.484, -4.555], [-0.284, 1.070, -3.380], [0.129, 2.004, -2.423], [-0.031, 3.364, -2.719], [-0.635, 3.766, -3.896], [0.637, 1.599, -1.172], [1.696, 2.344, -0.601], [2.762, 2.798, -1.386], [3.834, 3.454, -0.805], [3.872, 3.667, 0.565], [2.810, 3.239, 1.349], [1.724, 2.598, 0.774], [-1.579, 3.143, -5.728], [-1.211, 0.739, -5.277], [-0.079, 0.022, -3.226], [0.320, 4.104, -2.011], [-0.754, 4.823, -4.098], [2.739, 2.624, -2.455], [4.649, 3.799, -1.429], [4.709, 4.179, 1.020], [2.819, 3.414, 2.418], [0.882, 2.314, 1.390]], "atomic_forces_ev_per_a": [[-1.63, 1.50, -0.37], [-0.04, -0.01, -0.03], [0.05, 0.00, -0.17], [0.17, 0.03, -0.04], [-0.10, 0.05, 0.05], [-0.09, 0.03, -0.06], [0.02, -0.04, 0.00], [-0.04, 0.03, -0.04], [0.62, -0.07, 0.00], [-0.31, 0.32, -0.16], [-0.16, -0.29, 0.99], [-0.53, 0.08, -0.01], [0.16, -0.05, -0.12], [-0.08, 0.03, -0.01], [-0.03, 0.01, 0.03], [-0.05, -0.06, -0.07], [0.55, 0.21, -0.03], [-0.40, -0.12, 0.15], [-0.32, -0.02, 0.69], [1.61, -0.82, 1.87], [0.00, 0.01, 0.02], [0.02, 0.00, -0.02], [-0.02, 0.01, 0.00], [-0.06, 0.02, 0.00], [0.03, -0.08, -0.02], [-0.02, 0.02, 0.02], [0.06, -0.01, 0.01], [0.01, 0.04, 0.07], [0.00, 0.00, 0.00], [0.02, -0.01, 0.02], [0.01, -0.01, -0.05], [0.01, 0.00, 0.01], [0.12, -0.12, 0.17], [-0.08, 0.34, -0.24], [0.00, -0.38, 0.10], [-0.61, 0.34, -0.08], [0.18, 0.01, -0.01], [0.96, -0.09, 0.24], [-1.76, 0.04, -0.45], [-0.64, -1.67, -0.96], [1.45, 0.16, -0.21], [-0.64, -0.03, 0.15], [0.26, 0.33, 0.01], [0.01, -0.41, -0.07], [-0.12, 0.25, -0.04], [0.89, -1.71, -0.65], [-0.03, 0.04, 0.06], [-0.02, 0.10, 0.05], [-0.02, -0.05, 0.01], [-0.03, -0.02, 0.03], [0.05, -0.02, 0.03], [-0.02, -0.02, -0.02], [-0.01, 0.05, 0.01], [-0.03, 0.02, 0.05], [-0.06, -0.12, -0.06], [-0.03, 0.03, -0.05], [0.27, 0.19, 0.07], [-0.12, 0.23, -0.22], [-0.08, -0.02, 0.09], [0.04, 0.06, 0.02], [0.45, 1.22, -0.78], [0.28, 0.49, 0.15], [-0.09, -0.13, 0.04], [0.04, 0.00, -0.06], [-0.01, 0.02, 0.10], [0.03, -0.01, 0.00], [-0.07, 0.12, -0.19], [0.04, 0.03, 0.00], [0.00, 0.01, -0.02], [0.00, -0.08, 0.02], [-0.03, 0.00, 0.02], [-0.01, 0.00, 0.01], [0.02, 0.03, -0.02], [-0.01, -0.01, 0.00], [0.01, -0.01, -0.03], [-0.01, 0.02, -0.01], [-0.01, -0.04, 0.01]], "orbital_gap_ev": [6.06, 6.52], "charge": 1, "spin_multiplicity": 2, "molar_mass_g_mol": 771.446, "e_tot_ev": -84466.1599}